1.
{
  "formula": "C18H43FN4O6S",
  "method": "ωB97M-V with the def2-TZVPD basis set",
  "charge": 0,
  "smiles": "CCCNOC(=O)N(S)CCF.COCCNCCOC.COCCNCCOC",
  "orbital_gap_ha": 0.3296,
  "species": ["C", "C", "C", "N", "O", "C", "O", "N", "S", "C", "C", "F", "H", "H", "H", "H", "H", "H", "H", "H", "H", "H", "H", "H", "H", "C", "O", "C", "C", "N", "C", "C", "O", "C", "H", "H", "H", "H", "H", "H", "H", "H", "H", "H", "H", "H", "H", "H", "H", "C", "O", "C", "C", "N", "C", "C", "O", "C", "H", "H", "H", "H", "H", "H", "H", "H", "H", "H", "H", "H", "H", "H", "H"],
  "coordinates": [[-6.056, -4.368, -3.338], [-5.498, -2.901, -2.842], [-4.964, -3.021, -1.269], [-3.473, -2.727, -1.312], [-3.236, -1.399, -1.251], [-2.370, -1.089, -2.436], [-1.916, -2.128, -3.141], [-2.056, 0.371, -2.675], [-0.351, 0.653, -2.926], [-2.924, 0.998, -3.742], [-3.068, 0.130, -5.125], [-1.811, -0.470, -5.627], [-7.226, -4.343, -3.203], [-5.837, -4.448, -4.489], [-5.532, -5.274, -2.795], [-6.312, -2.059, -2.954], [-4.565, -2.645, -3.541], [-5.592, -2.241, -0.663], [-5.150, -4.115, -0.828], [-2.952, -3.256, -0.569], [0.277, -0.632, -2.866], [-4.014, 1.277, -3.391], [-2.413, 2.033, -4.042], [-3.423, 0.900, -5.966], [-3.965, -0.652, -5.037], [4.613, 1.660, 1.971], [4.845, 2.731, 1.065], [6.064, 2.592, 0.324], [5.771, 2.291, -1.155], [5.227, 0.939, -1.326], [4.665, 0.692, -2.660], [3.461, 1.552, -3.098], [2.268, 1.302, -2.350], [2.177, 2.013, -1.122], [3.771, 1.937, 2.614], [4.344, 0.749, 1.436], [5.487, 1.478, 2.603], [6.735, 1.844, 0.765], [6.572, 3.561, 0.382], [6.697, 2.381, -1.732], [5.069, 3.049, -1.512], [4.492, 0.786, -0.641], [4.349, -0.358, -2.673], [5.464, 0.787, -3.406], [3.224, 1.275, -4.129], [3.690, 2.623, -3.121], [2.663, 2.992, -1.169], [2.600, 1.412, -0.315], [1.121, 2.164, -0.892], [-2.571, 1.806, 3.753], [-2.484, 0.440, 3.366], [-1.677, 0.233, 2.200], [-0.366, -0.483, 2.566], [0.528, 0.398, 3.327], [1.661, -0.301, 3.946], [1.342, -1.381, 5.002], [0.769, -0.864, 6.206], [-0.638, -0.668, 6.156], [-3.342, 1.889, 4.526], [-1.628, 2.151, 4.177], [-2.856, 2.440, 2.909], [-1.491, 1.165, 1.652], [-2.253, -0.425, 1.540], [0.139, -0.801, 1.648], [-0.628, -1.375, 3.141], [-0.003, 0.854, 4.064], [2.273, 0.469, 4.429], [2.281, -0.743, 3.156], [2.294, -1.831, 5.299], [0.736, -2.201, 4.601], [-1.140, -1.400, 5.517], [-0.858, 0.349, 5.821], [-1.032, -0.766, 7.169]],
  "lowdin_charge": [-0.153, -0.226, -0.169, -0.148, -0.072, -0.304, -0.015, -0.447, 0.838, -0.225, -0.143, -0.133, 0.078, 0.073, 0.081, 0.107, 0.100, 0.116, 0.133, 0.143, -0.035, 0.140, 0.125, 0.130, 0.124, -0.114, -0.197, -0.202, -0.206, -0.056, -0.192, -0.204, -0.303, -0.111, 0.086, 0.071, 0.088, 0.120, 0.119, 0.121, 0.098, 0.065, 0.118, 0.117, 0.121, 0.110, 0.093, 0.072, 0.060, -0.113, -0.198, -0.196, -0.202, -0.052, -0.201, -0.213, -0.182, -0.098, 0.090, 0.072, 0.087, 0.122, 0.113, 0.120, 0.098, 0.065, 0.113, 0.112, 0.118, 0.108, 0.089, 0.068, 0.088]
}

=====

2.
{
  "formula": "C3H9NO",
  "method": "ωB97M-V with the def2-TZVPD basis set",
  "relative_energy_ev": 1.450,
  "charge": 0,
  "smiles": "C=CCN.O",
  "orbital_gap_ha": 0.3654,
  "species": ["N", "C", "C", "C", "H", "H", "H", "H", "H", "H", "H", "H", "H", "O"],
  "coordinates": [[2.199, -0.780, 0.649], [0.917, -0.094, 0.654], [-0.350, 1.245, -1.064], [0.368, 0.195, -0.716], [2.131, -1.772, 0.862], [2.708, -0.680, -0.221], [0.191, -0.704, 1.186], [0.986, 0.848, 1.203], [-0.803, 1.381, -2.035], [-0.615, 2.014, -0.350], [0.603, -0.569, -1.455], [-3.485, -0.171, 0.707], [-2.293, -0.465, -0.174], [-2.557, -0.448, 0.754]],
  "lowdin_charge": [-0.018, -0.297, -0.023, -0.203, 0.064, 0.058, 0.106, 0.108, 0.053, 0.063, 0.099, 0.042, 0.016, -0.069]
}

=====

3.
{
  "formula": "CH6OS2",
  "method": "ωB97M-V with the def2-TZVPD basis set",
  "relative_energy_ev": 0.139,
  "charge": 0,
  "smiles": "CSS.O",
  "orbital_gap_ha": 0.3472,
  "species": ["S", "S", "C", "H", "H", "H", "H", "O", "H", "H"],
  "coordinates": [[1.122, -2.082, -1.802], [1.625, -0.654, -0.419], [0.000, 0.000, 0.000], [0.481, -3.044, -1.104], [-0.750, -0.808, 0.024], [-0.343, 0.778, -0.703], [0.072, 0.443, 1.008], [-0.381, -2.382, -5.649], [-0.391, -2.461, -4.669], [-1.072, -1.710, -5.850]],
  "lowdin_charge": [0.278, 0.355, -0.514, -0.186, 0.027, 0.036, 0.032, -0.093, 0.019, 0.047]
}

=====

4.
{
  "formula": "C26H25Br33I2N3O2",
  "method": "ωB97M-V with the def2-TZVPD basis set",
  "charge": 1,
  "orbital_gap_ha": 0.3032,
  "species": ["C", "C", "I", "C", "I", "N", "C", "C", "C", "C", "N", "N", "O", "C", "O", "C", "C", "C", "C", "C", "C", "C", "H", "H", "H", "H", "H", "H", "H", "H", "H", "H", "H", "H", "H", "H", "C", "Br", "Br", "Br", "H", "C", "Br", "Br", "Br", "H", "C", "Br", "Br", "Br", "H", "C", "Br", "Br", "Br", "H", "C", "Br", "Br", "Br", "H", "C", "Br", "Br", "Br", "H", "C", "Br", "Br", "Br", "H", "C", "Br", "Br", "Br", "H", "C", "Br", "Br", "Br", "H", "C", "Br", "Br", "Br", "H", "C", "Br", "Br", "Br", "H"],
  "coordinates": [[-2.666, 1.306, 0.318], [-1.944, 2.015, -0.785], [-1.193, 3.883, -0.277], [-1.800, 1.538, -2.020], [-0.872, 2.518, -3.602], [-2.268, 0.244, -2.403], [-3.153, 0.018, -3.435], [-3.361, -1.325, -3.551], [-4.167, -2.158, -4.478], [-5.672, -2.040, -4.343], [-6.346, -1.013, -4.075], [-2.558, -1.868, -2.565], [-2.409, -3.198, -2.322], [-1.088, -3.566, -2.814], [-0.853, -3.397, -3.956], [-0.191, -4.099, -1.806], [1.165, -4.187, -2.131], [2.075, -4.675, -1.209], [1.612, -5.055, 0.048], [0.265, -4.964, 0.384], [-0.647, -4.492, -0.547], [-1.912, -0.928, -1.886], [-2.759, 0.238, 0.165], [-3.656, 1.740, 0.436], [-2.129, 1.449, 1.252], [-3.574, 0.777, -4.060], [-3.817, -1.964, -5.491], [-3.917, -3.192, -4.253], [-6.224, -2.955, -4.535], [-5.738, -0.207, -3.940], [1.486, -3.864, -3.108], [3.113, -4.755, -1.485], [2.318, -5.438, 0.770], [-0.068, -5.292, 1.354], [-1.690, -4.414, -0.288], [-1.217, -1.099, -1.084], [0.538, -0.849, 2.623], [2.294, -0.237, 3.115], [0.647, -2.373, 1.423], [-0.554, -1.244, 4.152], [0.060, -0.036, 2.096], [3.012, 4.138, -2.783], [3.936, 3.517, -4.355], [3.554, 3.168, -1.215], [3.199, 6.033, -2.545], [1.965, 3.932, -2.933], [-5.911, 0.558, -8.004], [-7.590, 1.478, -8.025], [-4.657, 1.392, -6.789], [-6.102, -1.319, -7.628], [-5.488, 0.634, -8.995], [4.299, -1.543, 6.361], [2.887, -2.782, 6.774], [4.623, -0.326, 7.814], [5.902, -2.442, 5.802], [3.960, -0.953, 5.523], [7.601, 5.227, -1.542], [6.527, 5.609, 0.007], [7.779, 3.334, -1.834], [6.930, 6.118, -3.106], [8.590, 5.616, -1.349], [0.718, 3.627, 4.919], [2.426, 4.275, 4.329], [-0.457, 3.281, 3.428], [0.882, 2.095, 6.056], [0.261, 4.413, 5.503], [8.821, -3.350, 2.604], [7.030, -2.898, 2.062], [10.133, -2.394, 1.577], [9.084, -3.099, 4.494], [8.959, -4.402, 2.401], [0.558, 5.997, 8.832], [-0.190, 6.699, 7.199], [-0.618, 4.723, 9.659], [2.308, 5.263, 8.541], [0.665, 6.827, 9.514], [-6.924, 2.977, -2.240], [-7.643, 3.855, -3.782], [-5.311, 2.007, -2.684], [-6.617, 4.190, -0.784], [-7.647, 2.245, -1.911], [-3.542, -3.266, 6.352], [-2.430, -4.834, 6.362], [-5.114, -3.495, 7.429], [-2.550, -1.700, 6.871], [-3.868, -3.112, 5.334], [3.746, -0.332, -3.056], [5.453, 0.175, -2.352], [3.873, -1.846, -4.234], [2.467, -0.649, -1.646], [3.380, 0.500, -3.641]],
  "lowdin_charge": [-0.126, -0.802, 0.953, -0.807, 0.974, -0.075, -0.103, -0.113, -0.084, -0.269, 0.123, -0.004, 0.069, -0.356, 0.206, -0.159, -0.019, -0.046, -0.096, -0.202, -0.065, 0.034, 0.068, 0.086, 0.047, 0.017, 0.116, 0.118, 0.109, -0.053, 0.102, 0.117, 0.119, 0.108, 0.123, 0.162, -1.583, 0.603, 0.733, 0.549, -0.053, -1.617, 0.584, 0.541, 0.577, -0.094, -1.614, 0.611, 0.573, 0.626, -0.028, -1.658, 0.563, 0.581, 0.546, -0.087, -1.625, 0.561, 0.555, 0.561, -0.029, -1.634, 0.581, 0.520, 0.559, -0.096, -1.641, 0.544, 0.583, 0.558, -0.030, -1.634, 0.594, 0.583, 0.577, -0.029, -1.602, 0.617, 0.691, 0.603, -0.019, -1.653, 0.574, 0.594, 0.544, -0.033, -1.637, 0.566, 0.601, 0.532, -0.063]
}